Model w:
11
Properties=species:S:1:pos:R:3:nbo_charge:R:1 method="wB97M-V/def2-TZVPD" total_charge=0 homo_energy_ev="-8.91 / -8.92" spin_multiplicity=1
C -1.109 -0.561 1.383 -0.21
C -2.053 -0.430 2.207 -0.45
C 0.802 1.142 -1.507 -0.28
C 0.816 0.491 -0.331 -0.32
C 0.597 -0.892 -0.300 -0.03
Cl -0.403 -1.633 -1.482 0.10
H -2.569 -0.356 3.134 0.23
H 1.031 2.172 -1.719 0.21
H 0.597 0.566 -2.424 0.20
H 1.283 1.101 0.544 0.27
H 1.011 -1.601 0.495 0.28



Model x:
11
Properties=species:S:1:pos:R:3:nbo_charge:R:1 method="wB97M-V/def2-TZVPD" smiles="C=C=CCl.C#C" total_charge=0 homo_energy_ev=-9.28 spin_multiplicity=1
C -1.732 1.178 1.815 -0.24
C -1.709 1.090 3.020 -0.24
C 0.956 -0.607 -1.514 0.10
C 1.846 -1.082 -2.381 -0.46
C 0.103 -0.138 -0.559 -0.38
Cl -0.196 -1.072 0.795 0.06
H -1.791 1.188 0.747 0.23
H -1.721 0.965 4.086 0.24
H 2.843 -0.839 -2.216 0.22
H 1.544 -1.670 -3.240 0.23
H -0.143 0.988 -0.554 0.24



Stability summary: most stable model x, least stable model w.



Model w:
57
Properties=species:S:1:pos:R:3:nbo_charge:R:1 method="wB97M-V/def2-TZVPD" smiles="CCCCCC(=O)Nc1ccc(N2CCN(C(=O)c3ccccc3)CC2)cc1" total_charge=0 homo_energy_ev=-7.41 spin_multiplicity=1
C 8.001 -0.529 0.362 -0.61
C 7.800 -1.041 -1.059 -0.39
C 6.392 -1.581 -1.307 -0.40
C 6.082 -2.841 -0.501 -0.40
C 4.711 -3.413 -0.853 -0.50
C 3.579 -2.542 -0.321 0.69
O 3.732 -1.695 0.529 -0.62
N 2.381 -2.852 -0.896 -0.60
C 1.112 -2.316 -0.638 0.12
C 0.027 -2.826 -1.346 -0.22
C -1.246 -2.343 -1.136 -0.23
C -1.492 -1.318 -0.216 0.14
C -0.395 -0.821 0.493 -0.22
C 0.881 -1.310 0.292 -0.23
H 1.706 -0.904 0.853 0.25
H -0.518 -0.033 1.219 0.20
N -2.800 -0.899 0.013 -0.44
C -3.105 -0.002 1.102 -0.22
H -2.467 -0.221 1.958 0.22
C -2.982 1.477 0.689 -0.24
N -3.831 1.714 -0.455 -0.44
C -4.977 2.440 -0.450 0.67
O -5.770 2.410 -1.374 -0.62
C -5.196 3.327 0.735 -0.14
C -6.335 3.157 1.511 -0.19
C -6.588 4.012 2.570 -0.21
C -5.716 5.051 2.847 -0.21
C -4.590 5.237 2.061 -0.23
C -4.328 4.379 1.009 -0.15
H -3.455 4.527 0.389 0.21
H -3.915 6.055 2.268 0.22
H -5.917 5.721 3.669 0.22
H -7.471 3.871 3.175 0.22
H -7.019 2.355 1.278 0.22
C -3.557 0.822 -1.563 -0.25
C -3.678 -0.641 -1.110 -0.21
H -3.440 -1.296 -1.945 0.21
H -4.709 -0.835 -0.795 0.20
H -4.275 1.043 -2.353 0.25
H -2.539 1.009 -1.923 0.20
H -3.275 2.122 1.516 0.23
H -1.946 1.698 0.407 0.20
H -4.145 -0.189 1.397 0.20
H -2.063 -2.789 -1.682 0.21
H 0.181 -3.620 -2.064 0.20
H 2.384 -3.588 -1.588 0.39
H 4.597 -4.403 -0.401 0.23
H 4.614 -3.523 -1.936 0.21
H 6.849 -3.595 -0.693 0.20
H 6.087 -2.603 0.562 0.22
H 6.287 -1.806 -2.373 0.19
H 5.662 -0.811 -1.052 0.21
H 8.531 -1.826 -1.270 0.19
H 7.985 -0.222 -1.759 0.20
H 7.232 0.198 0.614 0.21
H 7.952 -1.342 1.082 0.20
H 8.974 -0.051 0.458 0.21



Model x:
57
Properties=species:S:1:pos:R:3:nbo_charge:R:1 method="wB97M-V/def2-TZVPD" smiles="CC(=O)NCCC(=O)NCC1(N(C)Cc2ccccc2)Cc2ccccc2C1" total_charge=0 homo_energy_ev=-8.47 spin_multiplicity=1
C 3.058 -4.271 0.137 -0.71
C 2.253 -3.861 1.352 0.68
O 1.527 -4.612 1.972 -0.63
N 2.408 -2.563 1.688 -0.65
H 2.964 -1.938 1.119 0.43
C 1.664 -1.960 2.773 -0.20
H 1.753 -2.602 3.656 0.22
H 0.597 -1.908 2.513 0.19
C 2.204 -0.558 3.068 -0.50
C 2.172 0.269 1.794 0.69
O 2.991 0.103 0.905 -0.66
N 1.160 1.150 1.697 -0.61
H 0.503 1.234 2.456 0.40
C 0.983 2.014 0.554 -0.27
H 0.831 3.039 0.905 0.21
H 1.914 1.965 -0.015 0.24
C -0.206 1.647 -0.381 0.17
N -0.110 0.359 -1.037 -0.47
C 1.055 0.169 -1.881 -0.43
H 1.980 0.030 -1.304 0.20
H 1.178 1.014 -2.552 0.20
H 0.888 -0.725 -2.482 0.21
C -0.331 -0.828 -0.230 -0.26
C -1.022 -1.910 -1.027 0.06
C -1.876 -1.583 -2.072 -0.24
C -2.519 -2.575 -2.789 -0.21
C -2.322 -3.906 -2.465 -0.21
C -1.478 -4.240 -1.420 -0.21
C -0.830 -3.247 -0.705 -0.24
H -0.176 -3.519 0.110 0.22
H -1.318 -5.275 -1.158 0.21
H -2.824 -4.681 -3.026 0.21
H -3.178 -2.308 -3.603 0.21
H -2.020 -0.542 -2.322 0.22
H -0.964 -0.584 0.626 0.21
H 0.616 -1.232 0.158 0.18
C -1.542 1.792 0.389 -0.46
C -1.889 3.243 0.245 0.06
C -2.775 4.001 0.983 -0.23
C -2.937 5.341 0.656 -0.21
C -2.226 5.902 -0.392 -0.21
C -1.337 5.137 -1.135 -0.20
C -1.174 3.807 -0.807 -0.04
C -0.290 2.778 -1.442 -0.44
H 0.687 3.178 -1.710 0.22
H -0.766 2.388 -2.345 0.23
H -0.783 5.577 -1.951 0.21
H -2.363 6.946 -0.632 0.21
H -3.623 5.951 1.225 0.21
H -3.331 3.565 1.800 0.21
H -1.479 1.486 1.434 0.20
H -2.306 1.183 -0.100 0.23
H 3.244 -0.638 3.390 0.24
H 1.618 -0.097 3.862 0.22
H 4.103 -3.998 0.265 0.23
H 2.670 -3.765 -0.745 0.23
H 2.976 -5.345 -0.004 0.24



Model y:
57
Properties=species:S:1:pos:R:3:nbo_charge:R:1 method="wB97M-V/def2-TZVPD" smiles="CCN(CCNC(=O)[C@H]1CC(=O)N(CCc2ccccc2)C1)c1ccccc1" total_charge=0 homo_energy_ev=-7.81 spin_multiplicity=1
C -6.209 -1.260 0.536 -0.62
H -6.248 -2.345 0.473 0.21
H -6.884 -0.937 1.324 0.22
H -6.563 -0.835 -0.400 0.20
C -4.797 -0.796 0.878 -0.23
N -3.785 -1.419 0.038 -0.47
C -2.482 -1.471 0.519 0.27
C -2.065 -0.715 1.622 -0.32
C -0.795 -0.861 2.148 -0.19
C 0.102 -1.759 1.596 -0.27
C -0.287 -2.498 0.491 -0.20
C -1.553 -2.359 -0.041 -0.29
H -1.833 -2.981 -0.879 0.21
H 0.399 -3.206 0.045 0.21
H 1.085 -1.887 2.022 0.22
H -0.502 -0.263 2.998 0.22
H -2.729 0.009 2.064 0.23
C -4.007 -1.373 -1.385 -0.21
H -4.971 -1.832 -1.618 0.21
H -3.233 -1.955 -1.888 0.20
C -3.994 0.058 -1.965 -0.25
N -2.712 0.700 -1.797 -0.62
C -2.470 1.578 -0.797 0.70
O -3.331 1.953 -0.030 -0.63
C -1.047 2.122 -0.765 -0.31
C -0.672 2.712 0.596 -0.48
C 0.834 2.535 0.673 0.69
O 1.598 3.078 1.437 -0.62
N 1.190 1.655 -0.293 -0.44
C 0.073 1.101 -1.020 -0.22
H -0.196 0.112 -0.624 0.21
H 0.335 1.003 -2.079 0.19
C 2.543 1.218 -0.502 -0.20
H 2.741 1.167 -1.579 0.19
H 3.191 1.978 -0.057 0.24
C 2.834 -0.143 0.149 -0.43
C 4.266 -0.530 -0.077 -0.03
C 4.617 -1.397 -1.103 -0.21
C 5.942 -1.725 -1.328 -0.21
C 6.935 -1.185 -0.528 -0.22
C 6.595 -0.318 0.496 -0.22
C 5.270 0.008 0.719 -0.16
H 5.006 0.683 1.520 0.21
H 7.366 0.105 1.124 0.21
H 7.970 -1.441 -0.702 0.21
H 6.201 -2.404 -2.127 0.21
H 3.845 -1.823 -1.729 0.20
H 2.166 -0.896 -0.273 0.21
H 2.630 -0.055 1.217 0.22
H -0.958 3.755 0.714 0.24
H -1.139 2.143 1.402 0.24
H -0.996 2.910 -1.526 0.23
H -1.946 0.356 -2.352 0.39
H -4.726 0.681 -1.450 0.23
H -4.240 0.018 -3.030 0.20
H -4.582 -1.108 1.904 0.21
H -4.746 0.300 0.835 0.21



Stability summary: most stable model x, least stable model w.



Model w:
22
Properties=species:S:1:pos:R:3:nbo_charge:R:1 method="wB97M-V/def2-TZVPD" total_charge=+1 homo_energy_ev="-13.45 / -13.96" spin_multiplicity=1
C 1.529 -0.776 -0.317 0.16
C 1.949 1.467 -0.565 -0.27
C 3.158 1.112 0.395 -0.52
C 0.655 -1.956 -0.431 -0.66
C -3.536 -0.496 -0.101 -0.62
C -2.424 0.396 0.505 -0.13
N 1.121 0.355 -0.726 -0.24
O -1.396 -0.184 1.311 -0.09
O -0.287 0.482 1.333 -0.20
S 3.093 -0.722 0.541 0.65
H 1.472 2.270 -0.096 0.26
H 2.550 1.831 -1.525 0.27
H 4.022 1.307 -0.142 0.26
H 2.975 1.455 1.325 0.26
H -0.327 -1.662 -0.825 0.27
H 0.706 -2.343 0.478 0.24
H 1.089 -2.707 -1.218 0.27
H -3.879 -1.226 0.473 0.22
H -4.396 0.061 -0.578 0.25
H -2.967 -0.903 -0.902 0.20
H -3.056 1.087 1.268 0.20
H -2.050 1.152 -0.202 0.22



Model x:
22
Properties=species:S:1:pos:R:3:nbo_charge:R:1 method="wB97M-V/def2-TZVPD" total_charge=+1 homo_energy_ev=-14.12 spin_multiplicity=1
C -2.389 -0.508 -1.221 0.66
C 1.458 1.216 0.246 -0.43
C 1.350 -0.081 1.019 -0.50
C 2.591 1.048 -0.745 -0.49
C 1.361 -1.156 -0.038 0.27
C -3.168 0.792 0.622 -0.27
N 1.018 -2.424 0.086 -0.69
O -1.567 -1.028 -0.467 -0.67
O -3.289 0.348 -0.786 -0.48
S 2.162 -0.615 -1.461 0.40
H 0.521 1.585 -0.277 0.25
H 1.818 1.912 1.002 0.25
H 2.157 -0.256 1.729 0.27
H 0.354 -0.083 1.497 0.27
H 2.404 1.614 -1.687 0.25
H 3.631 1.207 -0.454 0.26
H -4.097 1.371 0.885 0.23
H -2.251 1.507 0.695 0.18
H -3.014 -0.036 1.254 0.20
H 1.243 -3.254 -0.481 0.46
H 0.343 -2.470 0.844 0.43
H -2.635 -0.693 -2.262 0.15



Stability summary: most stable model x, least stable model w.



Model w:
33
Properties=species:S:1:pos:R:3:nbo_charge:R:1 method="wB97M-V/def2-TZVPD" smiles=O.O.O.O.O.O.O.O.O.O.O total_charge=0 homo_energy_ev=-10.30 spin_multiplicity=1
O -0.907 1.081 4.083 -0.97
H -0.534 1.389 3.237 0.49
H -0.571 1.764 4.702 0.48
O 0.538 -0.243 -4.247 -0.99
H 0.032 -0.674 -3.511 0.51
H -0.067 -0.303 -4.980 0.48
O -0.560 -1.957 -2.200 -1.00
H -1.174 -1.681 -1.523 0.51
H -0.096 -2.636 -1.711 0.49
O 0.313 1.691 1.830 -0.94
H 0.463 2.486 1.350 0.49
H 1.066 1.727 2.387 0.49
O 1.222 -1.816 -0.086 -0.98
H 1.882 -1.570 -0.750 0.47
H 0.531 -1.198 -0.284 0.50
O -0.575 0.219 -0.302 -1.00
H -0.409 0.717 0.496 0.49
H 0.068 0.709 -0.862 0.49
O 0.049 3.794 -2.109 -0.96
H 0.230 2.890 -2.304 0.48
H -0.856 3.813 -1.796 0.46
O 1.116 1.309 -2.009 -0.97
H 2.032 1.226 -2.082 0.49
H 0.823 0.955 -2.837 0.51
O -1.105 -1.205 2.701 -1.02
H -0.207 -1.353 2.408 0.48
H -1.146 -0.366 3.246 0.50
O -2.181 -2.119 -0.127 -0.97
H -2.819 -2.818 0.027 0.48
H -2.146 -1.541 0.602 0.51
O 1.631 -1.051 2.436 -0.96
H 1.576 -1.279 1.532 0.49
H 1.781 -1.958 2.683 0.47



Model x:
33
Properties=species:S:1:pos:R:3:nbo_charge:R:1 method="wB97M-V/def2-TZVPD" smiles=O.O.O.O.O.O.O.O.O.O.O total_charge=0 homo_energy_ev=-9.88 spin_multiplicity=1
O 0.674 0.739 -4.070 -0.92
H -0.022 0.580 -4.690 0.46
H 0.175 0.672 -3.258 0.46
O 0.045 0.551 2.709 -0.96
H 0.788 0.042 3.026 0.48
H 0.174 1.474 2.891 0.51
O -2.329 2.135 0.500 -0.96
H -1.442 1.979 0.212 0.49
H -2.812 1.287 0.419 0.46
O 2.861 1.711 0.655 -0.96
H 1.931 1.443 0.464 0.49
H 3.126 1.537 1.544 0.45
O 1.304 -1.815 1.126 -0.92
H 2.035 -1.575 1.691 0.48
H 0.617 -1.745 1.817 0.47
O 3.526 0.387 -2.805 -0.96
H 3.357 0.051 -3.737 0.46
H 2.788 0.050 -2.297 0.48
O -2.905 0.216 3.197 -0.95
H -3.780 0.051 2.828 0.46
H -2.276 0.177 2.472 0.48
O 1.480 -0.655 -1.291 -0.97
H 0.901 -1.090 -1.936 0.50
H 1.383 -1.177 -0.503 0.50
O -2.177 -0.859 0.774 -0.96
H -3.055 -1.180 0.483 0.49
H -1.957 -1.381 1.570 0.50
O -1.327 -2.181 -1.400 -0.97
H -1.567 -1.561 -0.743 0.48
H -2.055 -2.444 -1.911 0.47
O 0.133 1.197 -0.061 -0.99
H 0.495 0.481 -0.517 0.49
H -0.096 0.907 0.844 0.49



Stability summary: most stable model w, least stable model x.



Model w:
33
Properties=species:S:1:pos:R:3:nbo_charge:R:1 method="wB97M-V/def2-TZVPD" total_charge=0 homo_energy_ev=-10.21 spin_multiplicity=1
O 3.315 0.776 -1.219 -0.98
H 2.499 0.558 -1.784 0.49
H 2.996 1.552 -0.884 0.47
O -0.487 0.602 -0.383 -1.05
H -1.231 0.224 0.248 0.45
H 0.280 0.330 0.022 0.48
O 1.650 -0.521 1.107 -1.02
H 2.327 0.186 1.333 0.48
H 2.042 -1.016 0.390 0.45
O -1.396 -1.297 -2.192 -0.91
H -1.025 -1.340 -1.498 0.43
H -0.530 -1.248 -2.627 0.45
O 0.964 0.969 -2.508 -1.00
H 0.340 1.047 -3.154 0.47
H 0.332 0.684 -1.799 0.50
O -0.439 -2.021 -0.227 -0.93
H -0.705 -1.622 0.520 0.46
H -0.580 -2.970 -0.133 0.49
O -0.762 3.079 -0.463 -0.96
H -0.837 3.291 -1.379 0.45
H -0.692 2.190 -0.453 0.47
O 2.878 -1.648 -0.210 -0.87
H 2.661 -1.061 -0.891 0.49
H 3.787 -1.544 -0.158 0.50
O -2.106 -0.168 0.771 -0.86
H -2.084 -0.340 1.721 0.53
H -2.498 -0.985 0.284 0.53
O -3.955 1.556 1.797 -0.94
H -3.599 0.910 1.316 0.46
H -4.773 1.944 1.410 0.48
O 0.506 -0.386 3.802 -1.01
H 0.687 -0.675 2.789 0.52
H 0.428 -1.062 4.446 0.47



Model x:
33
Properties=species:S:1:pos:R:3:nbo_charge:R:1 method="wB97M-V/def2-TZVPD" smiles=O.O.O.O.O.O.O.O.O.O.O total_charge=0 homo_energy_ev=-8.37 spin_multiplicity=1
H 0.755 0.160 -0.198 0.44
H 0.135 1.362 0.269 0.48
H 0.727 -3.446 -1.913 0.46
H 0.242 -4.400 -2.954 0.46
H -3.824 -1.130 1.132 0.45
H -3.299 -0.810 2.402 0.45
H -0.416 2.556 2.620 0.48
H 0.329 1.861 3.856 0.46
H 2.107 2.548 1.167 0.49
H 1.483 2.605 -0.223 0.48
H -1.561 0.759 2.734 0.44
H -0.577 -0.381 2.422 0.46
H 2.564 -0.331 -4.376 0.48
H 2.121 -1.118 -3.141 0.45
H 3.521 -2.294 -0.579 0.47
H 3.313 -0.914 -1.209 0.46
H -0.632 4.765 1.046 0.49
H -1.211 6.215 1.548 0.48
H -2.130 -1.987 1.720 0.49
H -3.003 -3.099 2.204 0.44
H 0.621 -1.644 -3.505 0.45
H -0.656 -1.684 -4.152 0.45
O -0.078 0.587 -0.304 -0.93
O 0.490 -3.508 -2.911 -0.93
O -3.107 -0.658 1.443 -0.87
O 0.402 2.109 2.862 -0.94
O 1.284 2.816 0.723 -0.95
O -1.175 0.219 1.976 -0.90
O 1.814 -0.582 -3.797 -0.92
O 3.569 -1.290 -0.371 -0.93
O -1.399 5.328 1.091 -0.96
O -2.170 -2.958 1.661 -0.96
O -0.239 -1.657 -3.243 -0.91



Model y:
33
Properties=species:S:1:pos:R:3:nbo_charge:R:1 method="wB97M-V/def2-TZVPD" smiles=O.O.O.O.O.O.O.O.O.O.O total_charge=0 homo_energy_ev=-10.01 spin_multiplicity=1
O -1.024 -1.811 -1.829 -0.99
H -1.251 -1.679 -2.750 0.48
H -1.623 -2.447 -1.457 0.50
O 0.495 -0.712 0.424 -0.97
H 0.197 0.056 -0.045 0.47
H -0.298 -1.242 0.536 0.50
O 2.759 -0.654 2.053 -0.96
H 1.954 -0.902 1.569 0.50
H 3.316 -0.373 1.333 0.45
O 1.421 2.338 0.841 -0.96
H 0.781 2.592 0.186 0.49
H 2.159 2.935 0.540 0.48
O 3.020 0.735 -0.859 -0.98
H 3.836 1.040 -0.416 0.48
H 2.370 0.948 -0.180 0.49
O -0.143 0.933 2.677 -0.97
H 0.534 1.155 2.029 0.49
H -0.928 0.953 2.114 0.46
O -2.041 -2.107 1.590 -0.97
H -1.643 -2.631 2.300 0.50
H -2.187 -1.230 1.931 0.50
O -2.977 -3.346 -0.527 -0.97
H -2.715 -2.752 0.157 0.49
H -3.904 -3.317 -0.599 0.47
O 0.022 2.475 -1.521 -1.00
H 0.200 1.768 -2.154 0.53
H -0.334 3.194 -2.073 0.49
O -1.762 1.377 0.329 -0.97
H -2.419 2.019 0.567 0.47
H -1.289 1.783 -0.366 0.49
O 1.013 -0.150 -2.450 -1.00
H 1.800 -0.045 -1.956 0.49
H 0.660 -0.916 -1.996 0.50



Stability summary: most stable model y, least stable model w.



Model w:
33
Properties=species:S:1:pos:R:3:nbo_charge:R:1 method="wB97M-V/def2-TZVPD" smiles=O.O.O.O.O.O.O.O.O.O.O total_charge=0 homo_energy_ev=-10.35 spin_multiplicity=1
O -0.787 1.769 1.590 -0.95
H -0.853 1.972 2.501 0.48
H -1.708 1.668 1.376 0.48
O -1.130 -2.542 1.620 -0.96
H -1.755 -2.737 0.898 0.45
H -0.500 -1.959 1.176 0.49
O -0.609 0.128 4.187 -0.94
H 0.075 0.474 3.674 0.48
H -0.429 0.334 5.090 0.47
O -0.646 -3.138 -1.284 -0.95
H -1.299 -3.548 -1.838 0.49
H 0.095 -3.745 -1.160 0.50
O 2.076 1.018 2.536 -0.97
H 1.792 1.870 2.201 0.49
H 2.264 0.375 1.888 0.48
O 1.226 2.766 -1.167 -0.97
H 1.702 1.945 -1.229 0.48
H 0.323 2.579 -1.084 0.47
O -1.697 2.655 -1.266 -0.94
H -1.870 2.568 -2.206 0.47
H -1.688 1.775 -0.915 0.48
O -1.267 -0.232 -1.720 -0.97
H -0.991 -0.057 -2.612 0.49
H -1.926 -0.910 -1.676 0.50
O 2.908 0.746 -0.538 -0.96
H 2.564 -0.127 -0.334 0.49
H 3.838 0.680 -0.613 0.48
O 0.279 -0.567 0.462 -1.00
H 0.221 0.350 0.742 0.50
H -0.175 -0.550 -0.360 0.49
O -0.070 -2.064 -3.612 -0.98
H 0.233 -1.133 -3.647 0.46
H -0.196 -2.352 -2.690 0.48



Model x:
33
Properties=species:S:1:pos:R:3:nbo_charge:R:1 method="wB97M-V/def2-TZVPD" smiles=O.O.O.O.O.O.O.O.O.O.O total_charge=0 homo_energy_ev=-9.80 spin_multiplicity=1
H 0.934 -0.275 -0.120 0.46
H -0.374 -0.792 0.417 0.47
H -1.995 2.544 1.455 0.45
H -2.867 3.614 1.217 0.45
H 2.414 0.412 0.539 0.45
H 2.472 -0.547 1.633 0.46
H 4.391 0.929 -2.313 0.46
H 5.674 0.527 -2.708 0.46
H -3.168 -1.475 -2.632 0.48
H -1.903 -1.839 -1.855 0.49
H -3.457 1.161 2.545 0.47
H -4.252 0.743 1.286 0.47
H 5.462 -2.455 0.031 0.46
H 4.259 -3.270 0.219 0.45
H 0.784 -3.013 3.627 0.46
H -0.480 -3.564 3.471 0.46
H -2.877 1.197 -1.048 0.49
H -4.409 1.760 -1.114 0.46
H 2.145 5.163 0.449 0.47
H 2.515 3.679 0.323 0.46
H -2.991 -4.695 -1.972 0.45
H -3.255 -3.219 -1.521 0.50
O 0.086 0.029 0.155 -0.94
O -2.375 3.028 0.696 -0.90
O 2.965 -0.303 0.892 -0.91
O 5.173 0.742 -1.883 -0.91
O -2.850 -1.690 -1.796 -0.94
O -3.599 1.281 1.607 -0.94
O 4.483 -2.396 0.110 -0.91
O -0.078 -2.742 3.688 -0.92
O -3.529 1.833 -1.450 -0.96
O 2.496 4.469 -0.215 -0.93
O -2.650 -3.825 -2.045 -0.99



Stability summary: most stable model w, least stable model x.